A molecular structure, C3H10N3 at a distorted geometry. Source: the OMol25 dataset; level of theory: ωB97M-V/def2-TZVPD.

Cartesian coordinates (Å):
C1 0.44249 -1.06985 1.53424
N1 -0.88056 1.34282 1.96110
C2 -0.77639 0.80051 0.70482
N2 -0.28078 -0.37803 0.40154
H1 0.82962 -1.99220 1.07893
H2 -0.29493 -1.38621 2.27689
H3 1.19454 -0.43811 2.02636
H4 -1.04647 2.35386 1.99607
H5 -0.13669 1.07466 2.60350
H6 -1.29943 1.38260 -0.06648
C3 0.72940 0.15864 -2.75012
N3 0.15643 -0.81457 -2.14400
H7 1.00003 1.10095 -2.16868
H8 0.79453 0.14481 -3.78073
H9 -0.24518 -1.51594 -2.76704
H10 -0.18662 -0.76394 -0.90639

Energy relative to the best compared isomer or geometry (same formula, charge and spin)   192.00 kJ/mol
Net charge   +1
Orbital gap   0.3765 Ha
DFT total energy   -284.3028 Eh

---

A gas-phase ion, C3H10N3 (charge +1) at a distorted geometry. Source: the OMol25 dataset; level of theory: ωB97M-V/def2-TZVPD.

Cartesian coordinates (Å):
C1 1.23172 -0.35529 -0.15506
C2 -1.31268 -0.15611 0.28633
C3 0.14674 1.46925 1.19972
N1 -0.03519 0.28481 0.43592
N2 0.89362 -0.84897 -1.47935
N3 -1.51255 -1.35675 -0.30611
H1 1.56349 -1.10672 0.53549
H2 -2.17648 0.29306 0.74720
H3 0.97876 2.15999 1.02683
H4 -0.76449 2.05510 0.91277
H5 0.07768 1.17115 2.27803
H6 -0.61966 -1.63379 -0.79328
H7 1.63056 -1.50029 -1.81000
H8 0.61725 -0.03796 -2.01889
H9 -2.36604 -1.94254 -0.52315
H10 1.84671 0.63903 -0.15359

Energy relative to the best compared isomer or geometry (same formula, charge and spin)   192.33 kJ/mol
Net charge   +1
Orbital gap   0.3952 Ha
DFT total energy   -284.3027 Eh
SMILES   CN(C=[NH2+])CN